{"formula": "C3H4BrNS", "method": "ωB97M-V/def2-TZVPD", "elements": ["C", "C", "C", "N", "S", "Br", "H", "H", "H", "H"], "positions_angstrom": [[0.1417, 1.0591, 0.2029], [-1.2045, -0.7455, 0.4353], [1.0769, 0.0525, -0.2645], [-0.9861, 0.6492, 0.5805], [0.3712, -1.4969, -0.0881], [2.8906, 0.2341, -0.1387], [0.1673, 2.1678, 0.3118], [-1.6180, -1.0356, 1.4711], [-1.9087, -1.0633, -0.2373], [1.0696, 0.1786, -2.2731]], "forces_ev_per_a": [[-0.46, 1.60, 0.36], [1.06, -0.02, 3.83], [-0.51, 0.37, -2.64], [-1.64, -0.06, -0.46], [0.04, -1.04, 0.69], [1.40, 0.23, 0.44], [1.33, -0.92, -0.47], [0.96, -0.32, -1.41], [-1.98, -0.11, -1.90], [-0.20, 0.27, 1.57]], "orbital_gap_ha": [0.301, 0.270], "e_homo_ev": [-9.0, -7.9], "mol_weight_g_mol": 166.043, "lumo_ev": [-0.824, -0.543], "relative_energy_ev": 3.960, "max_force_ev_per_a": 4.0}

=====

{"formula": "C3H4CeLiO3", "method": "ωB97M-V/def2-TZVPD", "elements": ["O", "C", "C", "H", "H", "H", "H", "Ce", "O", "C", "O", "Li"], "positions_angstrom": [[-1.1207, -0.0823, -0.3133], [-2.4083, -0.0474, 0.2844], [-3.2063, -1.2400, -0.1036], [-2.3084, 0.0207, 1.4043], [-2.9504, 0.8607, -0.0532], [-3.1986, -1.5650, -1.1508], [-4.0003, -1.6068, 0.5468], [0.2155, 1.7440, -0.4718], [1.7136, 0.2887, 0.1398], [1.5955, -0.8625, 0.3325], [1.4679, -2.0075, 0.3008], [-0.9050, -1.9862, -0.3996]], "forces_ev_per_a": [[3.60, 2.31, -0.70], [-1.83, 0.21, 1.50], [0.06, -0.18, -0.09], [-0.13, -0.09, -0.94], [0.07, -0.10, 0.06], [-0.12, 0.10, 0.25], [0.22, 0.11, -0.16], [-3.18, 0.14, -0.59], [1.36, 0.67, 0.81], [0.43, -4.50, -0.72], [0.06, 2.11, 0.69], [-0.55, -0.78, -0.13]], "orbital_gap_ha": [0.183, 0.338], "multiplicity": 3, "e_homo_ev": [-20.0, -23.5], "mol_weight_g_mol": 235.119, "lumo_ev": [-15.016, -14.318], "relative_energy_ev": 1.382, "s2": 2.004, "total_charge": 3, "max_force_ev_per_a": 4.6}

=====

{"formula": "C3H4Cl2N2S", "method": "ωB97M-V/def2-TZVPD", "elements": ["N", "C", "Cl", "C", "C", "Cl", "N", "S", "H", "H", "H", "H"], "positions_angstrom": [[-0.0197, 0.4865, -0.9736], [1.0445, 0.2559, -0.0061], [1.5362, 1.8785, 0.7841], [0.6154, -0.7157, 1.1275], [1.4464, -2.0536, 0.8775], [1.0896, -3.5629, 1.6876], [2.3752, -2.0129, -0.0100], [2.5216, -0.5868, -0.7815], [-0.9453, 0.1748, -0.5767], [-0.0042, 1.3370, -1.5072], [-0.4848, -0.8300, 1.2423], [1.0286, -0.3016, 1.9878]], "forces_ev_per_a": [[-0.50, -1.75, 1.85], [-1.10, 0.22, -0.61], [0.01, -0.60, -0.42], [0.46, -1.73, -1.78], [-0.07, 0.80, -1.28], [0.06, 0.87, -0.14], [-1.54, -1.08, 1.92], [0.11, 1.61, -0.39], [1.43, 1.07, -0.93], [-0.06, 0.13, 0.16], [0.82, -0.11, -0.21], [0.37, 0.57, 1.83]], "orbital_gap_ha": 0.347, "e_homo_ev": -8.8, "mol_weight_g_mol": 171.052, "lumo_ev": 0.683, "relative_energy_ev": 0.000, "max_force_ev_per_a": 2.7}

=====

{"formula": "C3H4Cl2NO5P", "method": "ωB97M-V/def2-TZVPD", "elements": ["C", "C", "C", "N", "O", "O", "O", "O", "O", "P", "Cl", "Cl", "H", "H", "H", "H"], "positions_angstrom": [[3.4779, 0.4324, -0.6716], [2.3407, -0.5468, -0.1363], [0.4534, -0.1049, 1.3991], [1.2032, 0.2832, 0.4004], [4.5986, -0.0120, -0.8433], [-3.9557, 0.6566, 1.2531], [-2.9868, 1.0684, -1.1746], [2.9429, 1.4888, -1.0881], [-2.6142, -1.2424, 0.2908], [-3.4168, 0.1442, -0.0707], [-0.9188, 1.0084, 1.4797], [-4.9588, -0.9503, -0.9581], [2.6027, -1.2956, 0.5810], [2.0320, -1.0794, -1.0746], [-1.8754, -0.9072, 0.8348], [1.0751, 1.0566, -0.2217]], "forces_ev_per_a": [[-2.60, -0.10, -0.68], [-0.31, 0.88, -0.45], [0.81, 0.25, -0.93], [0.74, -2.44, 0.08], [1.56, -0.55, 0.31], [0.63, -0.21, -1.61], [0.37, -1.23, 1.14], [0.52, 0.48, 0.26], [0.91, 1.01, -0.52], [-1.68, 1.05, 1.13], [0.19, 0.61, 0.61], [-0.86, -0.40, -0.44], [0.33, -0.23, 0.56], [-0.13, 0.47, 0.81], [-0.16, -0.57, -0.02], [-0.32, 0.96, -0.24]], "orbital_gap_ha": 0.303, "e_homo_ev": -2.7, "mol_weight_g_mol": 235.947, "lumo_ev": 5.517, "total_charge": -2, "max_force_ev_per_a": 2.7}

=====

{"formula": "C3H4Cl3NO2", "method": "ωB97M-V/def2-TZVPD", "elements": ["O", "C", "O", "C", "N", "C", "Cl", "Cl", "Cl", "H", "H", "H", "H"], "positions_angstrom": [[-2.0874, -1.7357, -1.4765], [-1.0275, -1.1627, -1.3219], [-0.0732, -1.0842, -2.1739], [-0.7303, -0.3509, -0.0369], [0.6559, 0.3754, -0.0760], [1.0067, 0.8094, 1.2681], [2.3866, 1.9395, 0.9916], [1.5003, -0.4445, 2.3598], [-0.3767, 1.6006, 2.0645], [0.5725, -0.3101, -1.9672], [-0.6545, -1.2216, 0.6331], [-1.5936, 0.3229, 0.2490], [0.4210, 1.2620, -0.5137]], "forces_ev_per_a": [[1.54, 0.24, 0.14], [-2.40, 1.56, 1.72], [2.84, 1.24, -2.30], [0.34, -0.52, 0.00], [-2.78, -0.79, 0.96], [0.36, 0.44, -0.90], [-0.45, -0.03, 0.41], [0.35, -0.77, -0.10], [0.11, 0.86, 0.29], [-1.31, -2.23, -0.06], [0.02, 0.77, 0.56], [1.12, -0.96, -0.43], [0.27, 0.19, -0.29]], "orbital_gap_ha": 0.399, "e_homo_ev": -10.6, "mol_weight_g_mol": 192.429, "lumo_ev": 0.231, "relative_energy_ev": 0.749, "max_force_ev_per_a": 3.9}

=====

{"formula": "C3H4ClF", "method": "ωB97M-V/def2-TZVPD", "elements": ["F", "C", "Cl", "C", "C", "H", "H", "H", "H"], "positions_angstrom": [[0.3167, -1.5435, -0.2479], [0.3094, -0.2273, 0.0819], [-1.2264, 0.3180, -0.5540], [1.4307, 0.6783, -0.0433], [0.5088, 0.4537, 1.2846], [0.9265, 1.6726, -0.1994], [2.6659, 0.5250, 0.2670], [-0.1554, 1.2271, 1.6206], [1.0689, -0.3672, 2.0212]], "forces_ev_per_a": [[1.11, -0.22, 1.14], [-2.38, -1.36, -2.88], [-1.11, 0.66, -1.38], [2.00, 2.35, 2.96], [4.08, -3.69, 3.92], [2.03, -0.65, -1.24], [-4.15, 0.33, -1.58], [0.00, -0.20, 0.36], [-1.58, 2.79, -1.29]], "orbital_gap_ha": 0.412, "e_homo_ev": -10.4, "mol_weight_g_mol": 94.516, "lumo_ev": 0.846, "relative_energy_ev": 2.623, "max_force_ev_per_a": 6.8}

=====

{"formula": "C3H4ClF", "method": "ωB97M-V/def2-TZVPD", "elements": ["C", "C", "C", "F", "Cl", "H", "H", "H", "H"], "positions_angstrom": [[0.9834, -0.1062, 0.0345], [-0.1295, 0.4901, 0.3176], [-1.5193, -3.4468, 0.3809], [-0.8175, -2.8407, 1.3236], [-3.0975, -3.0307, 0.5212], [0.8424, -1.1234, -0.3508], [2.0778, 0.1159, -0.0612], [-0.2988, 1.6363, 0.5715], [-1.0536, -0.0868, 0.3925]], "forces_ev_per_a": [[2.34, -2.25, -1.59], [-2.00, 3.77, 1.39], [2.44, -0.58, -0.15], [-0.56, -0.10, -0.24], [-1.88, 0.67, 0.39], [0.11, -0.06, 0.56], [-1.42, 0.90, 0.37], [0.76, -2.52, -0.36], [0.22, 0.16, -0.37]], "orbital_gap_ha": 0.356, "e_homo_ev": -10.2, "mol_weight_g_mol": 94.516, "lumo_ev": -0.495, "relative_energy_ev": 3.580, "max_force_ev_per_a": 4.5}

=====

{"formula": "C3H4ClF3N3", "method": "ωB97M-V/def2-TZVPD", "elements": ["C", "C", "C", "N", "N", "N", "F", "F", "F", "Cl", "H", "H", "H", "H"], "positions_angstrom": [[0.3844, -0.1402, -0.9660], [-1.2267, 1.2084, 0.1573], [0.1612, -0.4049, 1.3664], [0.8260, -0.7289, 0.1598], [-0.9462, 0.4777, 1.1963], [0.8840, -0.3368, -2.1368], [-0.6842, 2.3458, -0.0744], [-2.2743, 0.9909, -0.5117], [-0.3115, -1.6094, 1.9429], [1.2195, 0.4249, 2.5567], [1.5292, -1.3407, 0.3094], [-1.7546, -0.0919, 1.2725], [0.5344, 0.1851, -2.8932], [1.6586, -0.9800, -2.3792]], "forces_ev_per_a": [[-0.91, 0.86, 1.62], [3.40, 0.07, -3.16], [1.32, -0.50, 2.06], [-3.38, 2.80, -1.13], [-1.69, -1.05, 0.82], [1.58, -1.41, 0.09], [-0.22, 0.01, 0.37], [-1.36, 0.37, 0.06], [0.43, 2.10, -0.81], [0.09, -0.79, -0.36], [3.03, -2.54, 0.12], [-1.17, -1.03, 0.86], [-0.54, 0.60, -0.94], [-0.58, 0.49, 0.38]], "orbital_gap_ha": 0.366, "e_homo_ev": -14.6, "mol_weight_g_mol": 174.533, "lumo_ev": -4.656, "relative_energy_ev": 2.370, "total_charge": 1, "max_force_ev_per_a": 4.6}

=====

{"formula": "C3H4ClFO", "method": "ωB97M-V/def2-TZVPD", "elements": ["C", "C", "C", "H", "H", "H", "H", "O", "F", "Cl"], "positions_angstrom": [[-0.2304, 1.2087, -0.2500], [0.3846, -0.2193, -0.2228], [-0.2338, -1.3267, 0.5890], [-0.2258, 1.7874, 0.7873], [-1.2991, 0.9590, -0.5828], [0.2863, 1.7204, -1.0544], [-0.8540, -2.3892, -0.2085], [-0.1416, -1.1016, 2.0999], [0.2855, -0.5993, -1.5588], [2.0282, -0.0393, 0.4010]], "forces_ev_per_a": [[-2.16, -0.88, 1.89], [-0.28, 1.19, -0.26], [-1.19, -0.48, 7.85], [0.10, -1.48, -2.37], [1.24, 1.02, 0.51], [0.04, 0.22, 0.15], [1.99, 3.32, 3.02], [-1.18, -2.23, -10.65], [0.79, -0.35, 0.47], [0.66, -0.34, -0.62]], "orbital_gap_ha": 0.344, "e_homo_ev": -10.7, "mol_weight_g_mol": 110.515, "lumo_ev": -1.354, "relative_energy_ev": 4.312, "max_force_ev_per_a": 10.9}

=====

{"formula": "C3H4ClFO", "method": "ωB97M-V/def2-TZVPD", "elements": ["O", "C", "C", "F", "C", "Cl", "H", "H", "H", "H"], "positions_angstrom": [[-1.7102, -1.4444, -0.1369], [-1.2321, -0.5288, -0.7676], [-0.3955, 0.4567, -0.0361], [-0.4264, 1.6917, -0.5766], [1.1091, 0.0765, 0.5479], [2.4304, -0.4520, -0.5828], [-1.4013, -0.3806, -1.8155], [-0.8805, 0.4677, 1.0305], [1.0419, -0.8775, 1.2119], [1.4647, 0.9906, 1.1253]], "forces_ev_per_a": [[0.12, 0.24, -0.70], [0.18, -1.18, 1.18], [1.75, -0.50, 4.37], [0.18, 0.50, -0.59], [-0.93, -0.95, 0.29], [-0.65, 0.60, -0.04], [-0.20, 0.12, -1.00], [0.43, 0.38, -1.81], [-0.37, 2.10, -0.91], [-0.49, -1.32, -0.81]], "orbital_gap_ha": 0.399, "e_homo_ev": -10.6, "mol_weight_g_mol": 110.515, "lumo_ev": 0.234, "relative_energy_ev": 0.848, "max_force_ev_per_a": 4.7}